Entry i
19
Properties=species:S:1:pos:R:3 method="wB97M-V/def2-TZVPD" lumo_energy_ha=0.144 gap_ev=6.3 homo_ev=-2.360 charge=-1 multiplicity=1
C -3.374 -0.067 0.430
C 0.731 0.450 -1.293
C -0.580 -0.332 -1.077
C 0.650 1.258 -0.040
C -0.115 -0.708 1.385
C -0.547 0.292 0.364
N -1.069 -0.114 2.376
N -1.583 0.756 1.284
O -3.719 -0.822 1.260
O -3.502 0.439 -0.627
H 1.723 -0.133 -1.040
H 0.721 0.985 -2.164
H -1.487 0.008 -1.609
H -0.567 -1.427 -1.095
H 1.370 1.210 0.746
H 0.415 2.325 -0.262
H -0.337 -1.718 0.933
H 0.965 -0.614 1.804
H -1.841 -0.814 2.539

***

Entry ii
19
Properties=species:S:1:pos:R:3 method="wB97M-V/def2-TZVPD" lumo_energy_ha=0.132 gap_ev=8.3 homo_ev=-4.722 charge=-1 multiplicity=1
C 2.133 1.480 2.640
C 0.095 -0.792 0.773
C 0.072 1.355 1.085
C 1.104 0.795 1.787
N -0.566 0.330 0.447
N 1.113 -0.561 1.569
H -1.376 0.278 -0.201
H -0.197 -1.765 0.415
H -0.245 2.385 1.046
H 1.738 2.022 3.503
H 2.726 2.178 2.048
H 2.782 0.703 3.035
C -0.910 -1.035 -3.058
C -1.913 -1.463 -1.976
O -2.381 -0.526 -1.268
O -2.186 -2.673 -1.891
H -1.470 -0.622 -3.905
H -0.263 -1.854 -3.368
H -0.256 -0.235 -2.682

***

Entry iii
19
Properties=species:S:1:pos:R:3 method="wB97M-V/def2-TZVPD" lumo_energy_ha=0.133 gap_ev=8.0 homo_ev=-4.350 charge=-1 multiplicity=1
C 3.172 1.129 -0.048
C -0.133 2.026 -0.943
C 1.700 1.272 -0.186
C 0.716 0.768 0.592
N 1.150 2.096 -1.140
N -0.459 1.289 0.127
H -0.922 2.519 -1.491
H -1.399 0.924 0.048
H 0.797 0.041 1.383
H 3.533 0.844 -1.019
H 3.380 0.295 0.620
H 3.687 2.066 0.180
C -1.959 -2.637 -0.157
C -2.475 -1.603 0.887
O -3.670 -1.252 0.828
O -1.549 -1.116 1.579
H -2.211 -3.681 0.098
H -0.903 -2.420 -0.230
H -2.455 -2.561 -1.128

***

Entry iv
19
Properties=species:S:1:pos:R:3 method="wB97M-V/def2-TZVPD" lumo_energy_ha=0.138 gap_ev=8.6 homo_ev=-4.812 charge=-1 multiplicity=1
C 0.405 3.901 0.763
C -0.098 0.594 1.974
C 0.384 1.408 0.035
C 0.259 2.422 0.946
N 0.150 0.245 0.709
N -0.038 1.901 2.173
H 0.046 -0.732 0.224
H -0.256 -0.136 2.752
H 0.564 1.351 -0.983
H 1.467 4.084 0.543
H 0.190 4.436 1.685
H -0.183 4.363 -0.033
C -0.822 -3.709 -2.007
C 0.098 -3.070 -0.930
O -0.225 -1.881 -0.610
O 1.043 -3.738 -0.499
H -0.205 -3.803 -2.895
H -1.594 -2.965 -2.191
H -1.184 -4.671 -1.656

***

The structure with the most favorable energy is entry ii; the runner-up is 0.051 eV above it.

***

Entry i
19
Properties=species:S:1:pos:R:3 method="wB97M-V/def2-TZVPD" lumo_energy_ha=0.126 gap_ev=7.5 homo_ev=-4.034 charge=-1 multiplicity=1
C 1.508 -1.225 2.430
C 2.401 -0.076 1.655
O 2.298 0.882 2.422
O 2.910 -0.135 0.534
H 0.456 -0.846 2.282
H 1.802 -1.220 3.476
H 1.803 -2.215 2.094
C -3.616 0.189 -2.179
C -2.200 0.073 -1.521
C -0.074 0.625 -1.302
C -1.728 -0.543 -0.260
N -1.198 0.699 -2.174
N -0.353 -0.115 -0.194
H 0.949 0.996 -1.443
H -3.412 0.216 -3.258
H -4.097 1.014 -1.847
H 0.352 -0.246 0.319
H -2.213 -1.245 0.307
H -4.200 -0.781 -1.935

***

Entry ii
19
Properties=species:S:1:pos:R:3 method="wB97M-V/def2-TZVPD" lumo_energy_ha=0.110 gap_ev=6.9 homo_ev=-3.872 charge=-1 multiplicity=1
C 0.097 -0.193 -0.619
C -1.229 -0.801 -0.171
C -3.309 -1.053 0.170
C -1.351 -1.796 0.777
N -2.504 -0.325 -0.548
N -2.717 -2.038 0.877
H -4.384 -0.899 0.119
H 1.031 -0.720 -0.336
H 0.347 0.776 -0.221
H -3.135 -2.684 1.517
H -0.631 -2.483 1.182
H -0.027 -0.446 -1.674
C 2.254 2.394 -0.287
C 2.872 0.984 -0.058
O 3.353 0.376 -1.030
O 2.926 0.621 1.149
H 2.902 3.073 0.252
H 1.288 2.407 0.210
H 2.217 2.807 -1.310

***

The structure with the most favorable energy is entry ii; the runner-up is 0.997 eV above it.

***

Entry i
88
Properties=species:S:1:pos:R:3 method="wB97M-V/def2-TZVPD" lumo_energy_ha="-0.251 / -0.231" gap_ev="6.3 / 6.9" homo_ev="-13.147 / -13.147" charge=+2 multiplicity=2 s2=0.773
V 0.058 -1.231 0.389
N 2.753 -1.189 1.858
C 2.573 -1.950 3.112
C 1.639 -1.254 4.086
C 0.146 -1.260 3.789
N -0.278 -0.494 2.570
H 3.544 -1.582 1.359
H 3.054 -0.258 2.115
H 3.532 -2.094 3.607
H 2.191 -2.944 2.879
H 1.988 -0.225 4.252
H 1.753 -1.762 5.044
H -0.364 -0.821 4.644
H -0.213 -2.276 3.684
H 0.108 0.445 2.625
H -1.281 -0.361 2.630
N 1.536 -4.804 -0.038
N 0.674 -4.964 1.050
C 0.069 -3.942 1.682
O -0.681 -4.071 2.601
O 0.404 -2.677 1.164
H 1.294 -5.485 -0.748
H 2.490 -4.981 0.251
H 0.495 -5.876 1.442
C 2.821 0.470 -1.998
As 1.595 0.980 -0.578
C 2.927 1.833 0.553
C 0.872 2.534 -1.519
C -0.411 3.206 -1.026
C -0.714 4.333 -2.025
C -1.590 2.238 -1.130
As -1.812 0.736 0.098
C -2.529 1.561 1.706
C -3.492 0.166 -0.680
C -0.276 3.743 0.421
As 0.281 5.627 0.692
C 0.425 5.439 2.631
C 2.198 5.484 0.330
H 3.375 1.365 -2.274
H 2.270 0.117 -2.862
H 3.534 -0.286 -1.669
H 3.300 2.691 0.003
H 3.752 1.147 0.727
H 2.519 2.172 1.504
H 0.737 2.204 -2.552
H 1.695 3.248 -1.517
H -0.922 3.920 -3.016
H 0.128 5.020 -2.120
H -1.579 4.918 -1.710
H -1.622 1.786 -2.124
H -2.521 2.787 -1.005
H -3.200 2.349 1.375
H -1.765 1.985 2.351
H -3.111 0.823 2.258
H -4.121 1.047 -0.781
H -3.978 -0.568 -0.047
H -3.313 -0.275 -1.656
H 0.366 3.089 1.025
H -1.255 3.739 0.899
H -0.563 5.283 3.064
H 0.828 6.367 3.036
H 1.086 4.616 2.914
H 2.391 5.383 -0.739
H 2.662 4.667 0.878
H 2.652 6.418 0.659
N 0.926 -2.141 -1.379
C 0.237 -2.082 -2.674
C 0.980 -1.867 -3.825
C 0.352 -1.758 -5.055
C -1.028 -1.868 -5.124
C -1.755 -2.125 -3.974
C -1.138 -2.260 -2.729
C -1.940 -2.630 -1.534
C -3.053 -3.460 -1.712
C -3.887 -3.799 -0.659
C -3.625 -3.312 0.615
C -2.517 -2.506 0.810
C -1.661 -2.161 -0.247
H 1.866 -1.786 -1.515
H 1.057 -3.105 -1.053
H 2.061 -1.812 -3.766
H 0.939 -1.588 -5.949
H -1.538 -1.771 -6.075
H -2.833 -2.216 -4.038
H -3.256 -3.864 -2.696
H -4.733 -4.453 -0.831
H -4.266 -3.572 1.451
H -2.310 -2.169 1.820

***

Entry ii
88
Properties=species:S:1:pos:R:3 method="wB97M-V/def2-TZVPD" lumo_energy_ha="-0.261 / -0.239" gap_ev="5.4 / 6.0" homo_ev="-12.510 / -12.510" charge=+2 multiplicity=2 s2=0.779
V 1.018 0.968 -0.271
N 0.505 3.035 -0.690
C 0.541 3.785 -2.003
C -0.756 3.781 -2.811
C -0.726 2.960 -4.095
N -0.746 1.502 -3.855
H -0.350 3.288 -0.198
H 1.254 3.442 -0.133
H 1.368 3.392 -2.589
H 0.795 4.814 -1.751
H -0.966 4.811 -3.100
H -1.593 3.488 -2.178
H 0.190 3.197 -4.640
H -1.560 3.267 -4.732
H -0.735 1.020 -4.750
H -1.640 1.253 -3.447
N 1.103 1.985 1.926
N 2.273 1.282 2.391
C 2.802 0.588 1.234
O 3.547 -1.339 2.465
O 1.552 -0.200 0.828
H 1.188 2.973 2.150
H 0.312 1.608 2.457
H 2.967 1.916 2.776
C -3.199 1.455 -0.903
As -1.986 0.044 -0.276
C -2.375 -1.296 -1.642
C -3.303 -0.415 1.137
C -3.349 -1.675 2.020
C -4.821 -1.752 2.475
C -2.509 -1.545 3.304
As -0.692 -0.813 3.196
C 0.266 -2.471 2.770
C -0.362 -0.750 5.124
C -3.016 -2.926 1.192
As -3.494 -4.690 1.983
C -1.746 -5.279 2.645
C -3.370 -5.642 0.276
H -3.300 2.207 -0.120
H -4.177 1.009 -1.082
H -2.885 1.949 -1.811
H -3.431 -1.559 -1.589
H -1.776 -2.191 -1.486
H -2.164 -0.901 -2.635
H -4.206 -0.425 0.521
H -3.357 0.486 1.757
H -5.140 -0.797 2.898
H -4.953 -2.520 3.236
H -5.482 -1.996 1.640
H -2.467 -2.512 3.812
H -3.023 -0.864 3.989
H 0.366 -3.095 3.657
H 1.248 -2.280 2.351
H -0.293 -3.024 2.023
H -0.301 -1.754 5.540
H -1.185 -0.219 5.600
H 0.562 -0.216 5.341
H -1.972 -2.931 0.868
H -3.624 -2.901 0.282
H -1.467 -4.750 3.556
H -0.960 -5.169 1.897
H -1.845 -6.336 2.891
H -4.226 -5.395 -0.350
H -3.391 -6.713 0.473
H -2.447 -5.398 -0.251
N 1.547 0.482 -2.196
C 2.535 1.307 -2.926
C 2.333 1.457 -4.290
C 3.154 2.290 -5.032
C 4.182 2.975 -4.402
C 4.414 2.778 -3.052
C 3.606 1.936 -2.287
C 3.941 1.625 -0.870
C 5.339 1.545 -0.506
C 5.847 0.779 0.476
C 5.202 -0.156 1.365
C 3.902 -0.330 1.652
C 2.936 1.351 -0.029
H 1.822 -0.501 -2.225
H 0.658 0.582 -2.742
H 1.531 0.917 -4.775
H 2.989 2.402 -6.095
H 4.819 3.643 -4.965
H 5.237 3.295 -2.580
H 6.047 2.074 -1.129
H 6.926 0.801 0.576
H 5.864 -0.831 1.895
H 2.674 -1.185 2.846

***

The structure with the most favorable energy is entry i; the runner-up is 3.279 eV above it.